A molecular structure, C14H28BFGaINO28S6, computed with ωB97M-V/def2-TZVPD.

Structure (XYZ):
```
81
Properties=species:S:1:pos:R:3:forces:R:3:mulliken_charge:R:1
O 1.659977 -2.386755 2.206973 -0.4 0.0 0.2 -0.500
C 0.478796 -2.220675 2.171063 0.8 0.1 -0.2 0.397
F -0.349126 -3.228205 2.440522 -0.1 0.1 -0.1 -0.142
N -0.154010 -0.990635 1.904079 -0.4 -0.6 0.3 -0.106
C -1.252224 -0.957092 0.957170 -0.1 -0.1 -0.2 0.461
O -1.984291 -0.002055 1.086322 -0.2 0.5 0.2 -0.724
Ga -1.500694 -2.317052 -0.594557 0.1 -0.1 -0.6 0.093
I -3.087619 -4.219695 0.231347 -0.1 0.6 -0.5 -0.442
B 0.341804 -3.085022 -1.320408 -0.1 -0.3 0.5 0.446
O 0.647070 -4.397421 -1.079544 0.0 0.0 -0.4 -0.406
O 1.259814 -2.361563 -2.082093 0.3 -0.2 0.4 -0.503
H -0.471093 -0.557315 2.770164 0.1 0.2 -0.1 0.271
H -2.281379 -1.565176 -1.750525 -0.1 0.2 0.2 -0.310
H 1.445261 -4.678994 -1.548342 0.0 0.0 0.1 0.245
H 1.269629 -1.459035 -1.756747 -0.2 0.3 -0.4 0.144
C 4.973856 0.699451 -1.951986 0.3 0.2 -0.1 -0.374
C 4.457685 1.740080 -0.979764 -0.2 -0.2 0.3 -0.252
O 3.589575 2.561587 -1.779415 0.3 0.0 -0.2 -0.322
S 2.882738 1.666049 -2.899749 0.1 -0.1 0.2 1.046
O 1.594427 1.291004 -2.435956 -0.1 0.0 -0.2 -0.411
O 3.070156 2.291185 -4.157761 -0.1 0.1 0.0 -0.595
O 3.843183 0.400373 -2.781595 -0.1 0.0 0.1 -0.302
H 5.770294 1.098485 -2.583184 0.0 0.0 0.0 0.283
H 5.316542 -0.205534 -1.458434 -0.2 -0.1 -0.1 0.331
H 5.246804 2.348253 -0.547711 -0.1 0.2 -0.1 0.310
H 3.867400 1.285755 -0.181772 0.0 0.0 0.0 0.256
C 2.958084 -4.773361 -6.778760 -0.1 0.3 -0.2 -0.360
C 3.703575 -3.984243 -5.721332 0.3 -0.2 0.0 -0.361
O 2.750156 -3.819038 -4.671819 -0.1 0.1 -0.2 -0.118
S 1.786970 -5.092089 -4.598082 0.1 0.2 0.0 1.045
O 2.274408 -5.974144 -3.597105 -0.1 -0.1 0.0 -0.563
O 0.445816 -4.650172 -4.625724 0.0 -0.1 0.1 -0.493
O 2.170450 -5.705916 -6.032871 0.2 -0.1 0.1 -0.315
H 2.286774 -4.134994 -7.356639 0.0 0.0 0.0 0.288
H 3.622233 -5.308642 -7.452457 -0.1 -0.2 0.1 0.299
H 4.036095 -3.011201 -6.072345 -0.1 0.1 0.1 0.306
H 4.557035 -4.545231 -5.332483 0.0 0.0 0.0 0.273
C -3.686926 -7.396767 5.413874 -0.1 -0.3 0.1 -0.308
C -2.180060 -7.544014 5.354024 0.1 0.3 0.1 -0.328
O -1.915286 -7.874621 3.991516 -0.2 -0.2 0.0 -0.331
S -2.978246 -7.134340 3.029733 0.0 0.0 0.0 1.020
O -2.427093 -5.936509 2.524242 0.1 -0.5 0.6 -0.248
O -3.549712 -8.119128 2.185181 0.1 0.0 0.0 -0.573
O -4.031526 -6.757177 4.187046 0.1 0.1 0.1 -0.324
H -4.180649 -8.370926 5.451183 0.0 0.0 0.0 0.270
H -4.019386 -6.787930 6.250963 0.0 0.1 -0.1 0.297
H -1.807197 -8.331387 6.004020 0.0 -0.1 -0.2 0.302
H -1.675017 -6.604222 5.589920 0.0 0.0 0.0 0.269
C 2.782489 0.279004 4.028642 0.0 -0.5 0.0 -0.113
C 2.985369 0.556485 5.502431 -0.2 0.4 0.0 -0.346
O 4.412089 0.528086 5.670542 0.0 -0.2 -0.1 -0.326
S 5.121464 1.083528 4.353494 -0.1 0.0 0.0 1.079
O 5.448992 2.454226 4.531388 0.1 0.0 -0.1 -0.551
O 6.108947 0.149019 3.949665 0.1 0.0 0.0 -0.547
O 3.859438 0.993299 3.390102 -0.1 0.2 0.1 -0.246
H 2.881269 -0.781165 3.794803 0.0 0.0 0.0 0.195
H 1.829393 0.640645 3.653276 0.1 0.1 -0.1 0.224
H 2.520193 -0.189255 6.140245 0.2 -0.1 0.0 0.316
H 2.627698 1.549785 5.781403 0.0 0.0 0.0 0.303
C -1.507261 3.163528 0.338327 0.0 -0.5 -0.2 -0.217
C -0.791368 3.428518 -0.969620 0.3 0.3 0.2 -0.081
O -1.857958 3.584382 -1.924388 -0.1 -0.2 0.1 -0.317
S -3.113862 4.252664 -1.225466 0.1 -0.1 0.0 1.050
O -3.103802 5.658392 -1.476659 -0.1 0.1 0.0 -0.538
O -4.269529 3.488897 -1.516915 -0.1 0.1 -0.1 -0.555
O -2.664258 4.030331 0.280741 0.2 0.1 0.0 -0.327
H -1.838731 2.128609 0.409511 -0.1 0.0 0.0 0.352
H -0.904996 3.412788 1.207447 -0.1 0.2 0.0 0.278
H -0.136220 2.615165 -1.269156 -0.2 -0.1 -0.2 0.135
H -0.225699 4.363120 -0.942371 0.0 0.0 0.0 0.258
C -5.401939 9.017531 -0.146932 -0.2 -0.3 0.0 -0.321
C -4.560604 8.627689 -1.341866 0.3 0.1 0.2 -0.147
O -5.294677 9.155935 -2.463554 -0.2 -0.1 0.1 -0.288
S -6.031996 10.500706 -2.047677 0.1 0.0 0.0 1.114
O -5.254448 11.621835 -2.442657 -0.1 0.1 0.0 -0.555
O -7.398103 10.399491 -2.417540 0.0 0.1 -0.1 -0.538
O -5.889262 10.331987 -0.466606 0.2 0.0 0.0 -0.318
H -6.257889 8.352097 -0.024318 0.0 0.0 0.0 0.314
H -4.832035 9.049862 0.777152 0.0 0.2 0.0 0.301
H -4.437776 7.553080 -1.437095 -0.1 0.0 -0.2 0.256
H -3.580002 9.105791 -1.316525 0.0 0.0 0.0 0.215
```
Forces are in eV/Å.

The multiplicity is 1. As for the HOMO-LUMO gap: 6.3729 eV. The value obtained for the LUMO energy is 1.7 eV. Its charge is -1.

7 unconnected molecules or ions with the total composition C14H28Cl14 in a non-equilibrium geometry, computed with ωB97M-V/def2-TZVPD.

Structure (XYZ):
```
56
Properties=species:S:1:pos:R:3:forces:R:3:mulliken_charge:R:1
Cl -5.998350 -0.115580 -0.581359 -0.1 -0.1 0.0 -0.194
C -5.919307 1.156527 0.649528 0.9 0.6 0.6 -0.535
C -4.502453 1.259428 1.286672 -0.9 -0.2 0.0 -0.129
Cl -4.038519 -0.191043 2.235035 -0.1 -0.2 -0.4 -0.214
H -6.718209 1.025781 1.379428 0.3 -0.4 0.1 0.366
H -6.140971 2.105721 0.161675 0.2 0.0 -0.2 0.305
H -4.442793 2.031836 2.053441 -0.3 0.2 -0.4 0.054
H -3.742815 1.446849 0.527774 -0.2 -0.2 0.1 0.193
Cl -3.711883 2.437976 4.479694 0.2 0.1 0.5 -0.143
C -2.080863 3.237305 4.386005 -0.9 0.1 -0.1 -0.761
C -2.007222 3.928220 3.036644 0.8 -0.1 1.1 -1.142
Cl -1.711263 2.724297 1.778056 0.1 0.1 -0.5 -0.271
H -1.348712 2.451289 4.570973 0.1 0.2 -0.3 0.062
H -2.021512 3.991849 5.170387 -0.1 -0.1 0.1 0.614
H -1.138923 4.583159 3.108871 0.1 0.1 -0.4 0.886
H -2.907048 4.513290 2.846644 0.1 -0.2 -0.2 0.382
Cl -2.577452 -6.031482 -0.786838 -0.2 -0.1 -0.1 -0.187
C -0.864972 -6.141582 -1.280685 0.1 -0.4 1.0 -0.412
C -0.621781 -5.658046 -2.677319 0.3 0.0 -0.1 -0.227
Cl -1.524873 -6.724975 -3.854669 0.4 0.9 0.4 -0.210
H -0.541703 -7.171088 -1.126704 -0.2 -0.1 -0.3 0.352
H -0.358849 -5.574182 -0.499666 0.3 0.4 -0.5 0.246
H 0.433546 -5.710195 -2.945045 0.0 -0.5 0.1 0.287
H -0.822135 -4.588940 -2.747831 -0.8 -0.2 -0.4 0.155
Cl 1.838146 5.325216 -2.045166 -1.1 0.2 -1.1 -0.156
C 2.775901 4.818132 -0.680348 1.1 0.0 0.7 -0.543
C 2.166023 3.691588 0.140166 0.3 0.2 -0.9 -0.344
Cl 2.416252 2.087032 -0.678633 -0.1 0.4 0.1 -0.241
H 2.900034 5.709801 -0.065838 -0.1 -0.2 0.2 0.513
H 3.749215 4.589070 -1.114261 0.0 -0.3 0.4 0.270
H 1.092094 3.871039 0.190865 0.1 -0.3 0.5 -0.027
H 2.676193 3.632211 1.101581 -0.4 -0.1 0.1 0.286
Cl 4.642507 -0.280878 -3.550670 0.0 0.2 0.8 -0.178
C 3.183006 -1.181011 -3.964362 -0.8 -0.2 -1.7 -0.087
C 3.549378 -2.572973 -4.396002 0.6 -0.6 0.2 -0.542
Cl 3.870155 -3.576510 -2.868212 -0.2 0.4 -1.4 -0.199
H 2.829823 -0.656224 -4.852030 -0.2 -0.1 -0.1 0.284
H 2.321389 -1.190577 -3.296815 0.6 0.3 0.7 -0.005
H 4.413717 -2.538821 -5.059213 0.6 0.0 0.8 0.379
H 2.872282 -3.074323 -5.087583 -0.9 0.0 0.9 0.326
Cl 0.984272 0.755363 2.463403 0.3 -0.1 0.0 -0.389
C 2.567640 0.110751 3.000839 0.4 -0.3 0.2 -0.186
C 2.705206 -1.383805 2.660404 -1.0 0.7 1.6 -0.567
Cl 3.042035 -1.610441 0.963222 0.3 -0.5 -0.3 -0.209
H 2.602992 0.298584 4.073950 -0.1 -0.3 0.0 0.484
H 3.353763 0.724052 2.560404 -0.1 -0.1 -0.2 0.099
H 1.766271 -1.835260 2.980881 -0.4 -0.1 -0.8 0.253
H 3.370465 -1.950071 3.312239 0.8 0.5 -0.3 0.510
Cl -1.979088 0.136109 -2.033613 0.0 0.1 0.3 -0.231
C -0.855362 0.087641 -0.621826 -0.6 0.3 0.0 -0.068
C 0.382873 -0.676761 -0.940652 0.5 0.8 0.0 0.207
Cl 0.102117 -2.375686 -1.394118 0.1 0.0 0.2 -0.098
H -1.390269 -0.279578 0.254033 -0.1 -0.3 -0.2 0.347
H -0.595599 1.120802 -0.391163 0.2 0.0 -0.2 -0.143
H 1.037628 -0.570149 -0.075757 -0.1 -0.6 0.0 -0.508
H 0.918004 -0.190737 -1.756436 -0.2 -0.2 -0.2 0.287
```
Forces are in eV/Å.

The multiplicity is 2. As for the HOMO-LUMO gap (spin up / spin down): 1.7727 / 10.1995 eV. The value obtained for the LUMO energy (spin up / spin down) is 2.1 / 2.1 eV. The energy relative to the best compared isomer or geometry (same formula, charge and spin) comes out at 36.9 kJ/mol. Its charge is -1. As for the expectation value of S²: 0.7505.

no.,total energy (eV)
1,-202673.9695
2,-190286.5082